A cluster of 15 separate species, C72H160O36S7 in total in a non-equilibrium geometry. Source: OMol25; level of theory: ωB97M-V with the def2-TZVPD basis set.

The geometry in ORCA input format:
```
! wB97M-V def2-TZVPD RIJCOSX def2/J DEFGRID3
* xyz 0 1
S -2.39800 -2.53055 -4.44969
S 4.06907 -7.57995 3.57574
S -4.69692 0.91512 -1.34854
S -2.90832 -5.65995 1.43194
S -1.31625 0.85476 7.12048
S 4.31042 0.13029 -5.45971
S 1.34368 -7.03182 -0.36158
O -1.98782 -5.18551 0.46950
O 2.90953 -0.14451 3.83201
O 5.02385 -7.44902 4.64040
O -2.19245 3.58929 -8.47798
O -1.94186 3.97559 1.70832
O 0.35314 0.36363 -2.59062
O 5.01947 -1.11124 -5.23393
O -2.66608 -1.81040 5.00253
O 3.63347 6.14803 -5.55861
O 1.12290 5.08016 -7.80539
O -2.35825 9.96809 1.87283
O -0.26964 -2.49393 1.51481
O -4.02619 4.73723 3.43216
O 4.41812 -2.21733 -1.05294
O 3.20966 -8.73856 3.65824
O -2.91623 3.81650 -5.41412
O 1.97510 -2.75463 4.75282
O 4.35796 1.50409 1.90954
O -3.82087 -4.37622 5.85626
O 2.90430 0.17460 -5.04463
O -0.37795 -0.05517 7.75670
O -4.45107 2.30263 -1.00906
O -0.80317 5.02611 -1.94193
O 2.38464 -3.60997 -2.57049
O 2.77525 -6.74949 -0.18242
O 3.44191 3.79637 -3.16103
O -2.34479 -3.63140 -5.33908
O -2.36033 -1.20745 -4.99087
O -2.72919 0.74325 7.37246
O 0.55199 -7.35910 0.81702
O -3.51477 0.29709 3.28023
O -1.85179 7.31631 0.53452
O -4.18873 0.52811 -2.63591
O -0.73845 0.15977 0.53441
O -4.27745 -5.37020 1.17809
O 5.51903 -1.15970 1.26284
C 2.59557 -2.20251 -2.74941
C 0.33459 5.69867 -8.76661
C -1.39885 2.84060 1.01756
C 1.12785 -8.33147 -1.61413
C -4.01389 -0.99546 3.22051
C -1.37596 7.73092 1.83623
C 4.40829 5.50576 -4.60313
C -3.56002 2.80573 -4.65453
C -0.72588 2.56535 7.58812
C 2.78567 5.26014 -6.22176
C 3.99833 -1.79800 -2.31592
C -1.81782 2.71772 -7.38955
C -2.68394 -2.27097 6.41451
C 5.14006 -5.86153 2.05987
C -2.92783 -3.36956 -2.00259
C -2.57795 -7.44471 1.78108
C 2.77339 1.26336 3.64731
C -1.28644 -6.10122 3.40981
C 2.52647 3.40749 -2.13194
C -0.88323 4.66829 -3.33331
C -0.96933 -2.66753 -3.39736
C 3.09373 -2.04402 5.19151
C -0.81665 2.56589 5.13820
C -3.67738 -2.83644 -3.27902
C 0.46151 -1.37433 1.96486
C 3.60312 5.18940 -3.30817
C 5.23448 1.93154 -7.19678
C -0.34674 -0.08415 1.87743
C -1.94918 -7.51815 3.19854
C -1.04034 1.04605 5.35459
C 4.48385 -2.14681 1.22654
C 0.49196 -5.77465 -1.38429
C -3.88439 -5.73565 6.23162
C 6.09205 2.04878 -5.90836
C 0.30172 0.64715 -0.25867
C -1.19089 3.33994 6.36701
C 3.59970 -1.85738 0.01816
C -4.04654 -1.73959 4.51576
C 5.00014 -7.40272 2.08977
C -3.43429 4.20148 -8.38338
C 3.12121 -6.04685 3.43127
C -0.24652 1.10496 -1.58972
C 3.39102 -4.35718 -3.24843
C -1.55558 -2.67752 -1.99302
C -2.29909 8.72175 2.48645
C -2.32838 -5.02696 3.00202
C 2.00690 6.04100 -7.22304
C 3.02671 1.53831 2.19062
C 3.74510 -5.26306 2.35005
C -3.98439 5.20124 2.10590
C -0.29243 -8.03406 -2.12357
C -4.20879 1.10104 4.23602
C -5.24650 -1.28512 -0.07739
C -2.71233 -3.75168 6.53113
C 4.56836 0.55656 -7.25760
C -3.28789 4.26842 1.18368
C -6.55342 -0.57933 -0.14537
C 0.04224 0.93185 -3.82155
C -1.49177 6.14523 -1.49065
C 6.11076 -1.19272 2.52437
C -1.26950 10.85915 2.19964
C -4.17919 -0.17696 0.02692
C 5.18098 1.58444 -4.76024
C -2.93841 5.27728 4.18662
C -0.20181 -6.54898 -2.53917
C 0.45905 -3.73373 1.56330
C 4.67265 1.85583 0.58230
C -6.48608 0.39505 -1.34255
C 2.88347 -0.55206 5.18440
C 0.79839 -2.72861 5.61997
C -0.96930 6.44143 -0.08786
C -1.73866 3.41384 -6.04128
H -3.17094 4.80589 0.21467
H -4.77321 -6.14451 5.71209
H 3.48190 1.80646 4.28120
H 2.61043 6.55885 -7.94518
H -1.78475 -1.81675 6.81496
H -1.13975 2.70882 -5.43103
H 5.68632 1.48432 0.42127
H -4.05790 -5.80588 7.33008
H 4.29069 -4.53786 -2.66717
H 4.46603 2.32714 -4.38959
H -0.33480 10.30678 2.34602
H -1.17763 -6.10415 -2.69340
H -1.86446 4.39991 -3.69014
H -1.50714 2.95590 -0.04075
H -1.33947 6.86494 2.46639
H 3.68946 -3.81730 -4.15740
H -0.36842 -1.78337 -3.59228
H 3.98806 -0.68796 -2.37508
H -1.16659 11.49251 1.27766
H 6.92935 -0.44869 2.57269
H 2.59302 5.66373 -3.32070
H 1.11688 -0.06654 -0.42226
H 6.86127 1.28966 -5.99906
H 0.72911 1.49413 0.27455
H -1.34518 1.12239 -1.45681
H -2.01027 8.88996 3.56120
H 3.16577 -5.62567 4.41957
H 2.93904 -5.34256 -3.49619
H -0.85545 5.47554 0.40603
H 0.19285 -3.56166 5.28325
H 1.73335 1.59722 3.87790
H -0.57652 5.52846 -4.01216
H -5.31075 -1.98698 0.74784
H -3.97075 0.73602 5.22340
H -2.97396 6.34371 4.18101
H -0.99847 -8.09115 -1.30123
H -0.16662 0.44104 5.11751
H 2.72020 -2.46644 0.06978
H -0.33400 2.71701 1.27391
H -4.25986 3.53188 -8.33067
H -3.31757 8.37678 2.32360
H 1.14102 -2.79284 6.65815
H 0.97142 6.08903 -9.56935
H 4.08621 5.61329 -2.40562
H 0.36028 -6.47069 -3.47498
H -5.05222 -1.83183 -0.99406
H 1.69127 4.13330 -2.09355
H 3.64499 -0.04147 5.76948
H -3.20249 -1.48635 2.63098
H -4.34708 -2.73802 4.18479
H -2.89842 2.48699 -3.83075
H -0.02734 2.15218 -1.79165
H -7.05553 1.34579 -1.18722
H 1.41996 6.80483 -6.74405
H -1.28607 -0.16801 2.40271
H 4.40880 -7.73804 1.21812
H -3.10676 -0.42578 -0.17279
H 5.89087 -7.97002 2.33359
H -2.01551 1.99812 1.27518
H 0.36822 0.69913 2.18383
H -5.02757 -1.15737 2.73162
H 3.87920 -2.30390 4.42810
H -2.57476 5.92651 -1.41199
H 3.64531 0.61472 -7.81978
H 3.37486 4.42589 -6.64171
H -3.50360 4.89516 -9.19561
H -2.55450 1.92525 -7.36181
H 3.06468 3.46633 -1.20136
H 4.78404 -2.10269 -3.05415
H -4.29497 0.37155 0.98022
H -0.79024 2.36617 -7.59707
H 3.14399 -5.32331 1.42754
H -1.90997 0.61123 4.86405
H -0.18476 -4.47339 1.15237
H 0.47389 1.94742 -3.87396
H -2.96965 -6.28325 5.93204
H 5.75396 2.16769 -8.12715
H -1.73919 -4.23879 6.20596
H -1.71848 -1.64047 -1.70467
H -1.32938 2.89308 4.26135
H -2.82448 -3.95565 7.60893
H -1.25298 2.85911 8.50823
H -3.15727 -4.93237 3.70083
H 5.83654 1.22947 -3.98529
H 3.79822 -4.24059 2.71944
H 1.24936 -5.06518 -1.77805
H 2.64677 2.50438 1.89104
H -0.88786 4.39684 6.41042
H -1.18555 -8.29520 3.28377
H 2.20377 2.35495 -2.31239
H 3.33416 -2.37550 6.21190
H 4.50541 2.73198 -7.06794
H -0.15795 3.87115 -3.44138
H 5.38495 -5.47861 1.08475
H 0.84912 -1.51520 2.98329
H -2.03950 4.83976 3.77108
H -3.74827 3.32457 1.05111
H 0.26944 -1.79910 5.41382
H -0.33872 -6.07826 2.83053
H 5.17652 -0.25928 -7.57128
H 0.22977 2.75516 4.90734
H 1.34338 -3.62638 0.92095
H 5.32735 -1.04677 3.27026
H 6.58833 2.99226 -5.69400
H -4.77825 -1.41476 5.28951
H 1.90257 -0.36893 5.62654
H 4.89300 4.58937 -5.07060
H -0.33479 8.08265 1.74591
H 3.91696 -2.04683 2.18823
H 2.12777 4.68438 -5.53307
H 0.34994 2.59340 7.82152
H -6.71907 -0.03405 -2.29048
H -0.16838 -5.22413 -0.68393
H 1.22409 -9.27895 -1.02759
H -3.44985 4.76393 -7.43964
H 4.84840 -3.18421 1.23782
H 2.51428 0.71611 1.67180
H 1.34658 -1.28383 1.38800
H -4.50196 3.13601 -4.27665
H 1.90953 -8.28895 -2.35135
H 0.52415 0.37991 -4.61096
H 6.58592 -2.19080 2.60163
H -0.11277 6.61190 -8.34328
H -0.45773 -3.62148 -3.64001
H 5.17990 6.23041 -4.44985
H -3.16788 4.96846 5.20067
H 2.03384 -6.21923 3.33706
H 3.99763 1.35328 -0.12075
H -2.73179 -4.44551 -2.01764
H 3.39749 -0.79977 -0.01291
H -1.57768 11.42151 3.10263
H -4.41634 -3.50549 -3.75022
H -3.51932 -1.82625 6.86289
H -6.75978 0.03007 0.71500
H -5.07626 5.34051 1.87587
H -3.59344 -7.82517 1.76764
H -2.27229 3.37693 6.52005
H -2.73071 -7.74894 3.95753
H -0.70422 -8.63000 -2.89723
H -7.34703 -1.30532 -0.22114
H -1.04596 -6.06533 4.44238
H -1.85845 -4.07316 2.84951
H 5.85331 -5.49390 2.88572
H -4.16873 -1.88642 -2.99464
H -1.05655 0.91674 -4.00661
H 1.81568 -1.72784 -2.12857
H 2.48563 -1.88094 -3.76161
H -3.79785 2.07022 4.06471
H -3.44549 6.15447 1.96030
H 0.04538 6.83765 -0.25235
H -2.01254 -7.80852 0.92113
H -3.72856 1.90454 -5.24239
H -0.48392 5.05351 -9.08885
H 0.81029 -3.87325 2.60508
H -3.43666 -3.31266 -1.03694
H -5.29684 0.97056 4.16105
H -1.44579 7.01082 -2.17760
H -0.83841 -3.16829 -1.33518
H -1.06902 4.28103 -6.23243
H 4.63909 2.92322 0.41614
*
```

The value obtained for the LUMO energy is 0.288 eV. For the HOMO energy, the calculation gives -8.856 eV. The gap between HOMO and LUMO comes out at 9.14 eV. For the maximum force, the calculation gives 3.13 eV Å⁻¹. Its electronic energy is -8334.70777 Ha.